Record 1
48
Properties=species:S:1:pos:R:3:forces:R:3:mulliken_charge:R:1 method="wB97M-V/def2-TZVPD" relative_energy_kcal_mol=0.49 e_lumo_ev=-3.6 e_tot_ha=-1532.14276 homo_energy_ev=-9.92 orbital_gap_ev=6.31 charge=+1
Be -13.868 -3.544 5.591 -0.40 0.19 0.68 -0.73
N -10.938 -1.594 4.014 -1.67 0.54 -0.62 0.12
C -11.283 -2.718 4.622 -0.09 -0.21 0.67 -0.15
N -12.598 -2.813 4.713 0.35 0.62 -0.77 0.19
C -13.050 -1.670 4.078 1.39 -0.04 0.19 0.43
N -12.108 -0.887 3.622 1.58 -0.97 0.68 -0.64
C -14.473 -1.449 4.110 -0.92 0.05 0.14 0.32
C -15.184 -0.446 3.457 0.10 0.03 -0.12 -0.39
N -16.507 -0.406 3.498 -0.20 -0.45 0.32 -0.53
C -17.131 -1.380 4.187 0.13 0.96 -1.00 -0.37
C -16.426 -2.355 4.849 0.11 -0.24 0.85 -0.10
N -15.093 -2.371 4.863 -0.07 0.11 -0.98 0.26
H -9.994 -1.254 3.841 -0.54 0.09 -0.12 0.20
H -10.590 -3.423 5.065 0.00 0.18 -0.16 0.48
H -14.669 0.316 2.873 -0.08 -0.16 0.16 0.46
H -18.219 -1.376 4.143 0.28 -0.03 0.20 0.38
H -16.953 -3.100 5.420 0.10 -0.25 0.14 0.47
C -11.954 -0.552 9.891 -0.31 -0.43 -0.11 -0.59
C -11.822 -0.452 8.470 -0.55 -0.34 0.41 -0.73
C -12.545 -1.306 7.654 0.86 0.00 -0.10 -0.26
C -13.279 -2.427 8.128 0.00 1.16 1.66 0.86
C -13.940 -3.392 7.335 0.06 -0.03 -1.40 0.52
C -14.815 -4.232 7.957 -0.16 -0.57 0.64 -0.32
C -15.004 -4.246 9.357 -0.22 0.21 0.43 -1.18
C -14.289 -3.404 10.156 0.10 0.02 -0.54 -0.80
C -13.425 -2.455 9.552 0.19 -0.45 0.36 0.86
C -12.745 -1.556 10.414 0.35 0.71 -0.90 -0.78
H -11.517 0.185 10.567 0.17 -0.27 -0.35 0.37
H -11.153 0.294 8.038 -0.44 -0.01 0.08 0.40
H -12.543 -1.123 6.588 0.26 0.00 -0.13 0.35
H -15.370 -4.964 7.379 -0.02 -0.02 0.01 0.32
H -15.744 -4.886 9.812 -0.02 -0.29 -0.06 0.40
H -14.365 -3.397 11.237 -0.17 -0.12 -0.03 0.35
H -12.896 -1.664 11.480 0.01 0.12 0.01 0.35
C -16.462 -7.698 3.815 -0.79 0.47 -0.09 -0.88
N -15.015 -7.794 4.024 -0.13 0.66 -0.06 -0.15
C -14.236 -6.762 4.407 0.00 -0.81 -0.10 0.41
S -14.891 -5.224 4.733 -0.58 -0.41 -0.50 -0.17
N -12.930 -7.009 4.515 0.95 -0.08 -0.18 -0.07
C -12.232 -8.268 4.182 -0.10 0.11 0.38 -1.06
H -16.834 -8.645 3.387 0.34 0.44 0.25 0.35
H -16.746 -6.864 3.118 0.51 -0.76 0.57 0.30
H -16.993 -7.510 4.771 0.41 -0.17 -0.52 0.29
H -14.565 -8.663 3.764 -0.09 0.27 0.12 0.25
H -12.336 -6.214 4.715 -0.37 -0.24 0.04 0.18
H -12.403 -8.586 3.138 0.10 0.27 0.37 0.35
H -12.548 -9.086 4.863 0.21 0.47 -0.33 0.34
H -11.156 -8.066 4.340 -0.64 -0.32 -0.17 0.34



Record 2
16
Properties=species:S:1:pos:R:3:forces:R:3:mulliken_charge:R:1 method="wB97M-V/def2-TZVPD" relative_energy_kcal_mol=93.65 e_lumo_ev=0.4 e_tot_ha=-413.26681 homo_energy_ev=-9.15 orbital_gap_ev=9.57 charge=0
C 0.381 -1.522 0.633 0.63 -0.15 -0.52 -0.98
C 0.745 -0.059 0.633 -3.04 0.92 1.17 0.70
N 1.964 0.260 1.166 1.48 0.25 0.34 -0.48
N -0.087 0.907 0.450 1.36 0.24 -0.43 -0.59
C -1.368 0.899 -0.225 0.21 0.51 0.41 -0.53
N -1.348 0.262 -1.540 0.12 -1.02 0.40 -0.09
N -0.242 0.490 -2.330 -0.74 2.24 -1.16 -0.02
O -0.098 1.681 -2.583 0.26 -2.03 0.82 -0.35
H 1.094 -2.058 -0.003 -0.20 -0.14 0.12 0.27
H -0.633 -1.711 0.285 0.06 0.11 0.03 0.22
H 0.466 -1.921 1.647 0.08 0.07 -0.06 0.35
H 2.175 -0.087 2.095 -0.05 -0.46 -0.33 0.23
H 2.204 1.245 1.133 -0.48 -0.13 -0.16 0.27
H -1.680 1.945 -0.342 0.15 -0.34 0.03 0.27
H -2.109 0.407 0.416 -0.13 -0.10 -0.39 0.38
H -1.462 -0.739 -1.436 0.30 0.02 -0.25 0.37



Record 3
10
Properties=species:S:1:pos:R:3:forces:R:3:mulliken_charge:R:1 method="wB97M-V/def2-TZVPD" relative_energy_kcal_mol=20.65 e_lumo_ev=0.6 e_tot_ha=-284.43446 smiles="NCC(=O)O" homo_energy_ev=-9.68 orbital_gap_ev=10.23 charge=0
N 1.143 0.222 -0.050 4.06 3.19 2.57 -0.60
C 0.115 -0.669 -0.011 -4.03 -2.02 0.76 -0.10
C -1.293 0.056 -0.066 1.21 2.08 0.62 0.37
O -2.359 -0.452 -0.016 -0.72 -1.11 -0.23 -0.54
O -1.152 1.417 -0.027 2.42 -1.21 -0.15 -0.52
H 1.961 0.109 -0.635 -0.65 -0.59 -0.57 0.23
H 1.602 0.443 0.863 -0.99 -0.26 -0.80 0.23
H 0.170 -1.221 -0.905 -0.29 -1.29 -0.93 0.28
H -0.082 -1.363 0.874 1.05 0.70 -1.01 0.22
H -0.105 1.458 -0.028 -2.05 0.52 -0.26 0.45



Record 4
59
Properties=species:S:1:pos:R:3:forces:R:3:mulliken_charge:R:1 method="wB97M-V/def2-TZVPD" relative_energy_kcal_mol=117.71 e_lumo_ev=-1.7 e_tot_ha=-1549.81714 homo_energy_ev=-6.40 orbital_gap_ev=4.75 charge=0
C -5.849 2.495 0.341 -0.05 0.53 0.19 -0.39
C -5.102 1.197 0.008 -0.26 -0.53 -0.16 -0.51
C -3.665 1.557 0.251 0.16 1.42 0.50 0.79
C -3.629 2.923 0.629 0.32 -0.72 -0.19 0.04
O -4.845 3.524 0.690 -0.07 -0.87 -0.31 -0.54
C -2.424 3.559 0.956 -1.24 -0.05 0.10 -1.23
C -1.271 2.826 0.891 0.88 -0.67 -0.90 -0.85
C -1.234 1.474 0.388 -1.74 0.71 -0.43 0.82
C -0.008 0.807 0.180 0.34 1.01 3.48 0.11
C 1.213 1.491 -0.009 1.08 0.77 -1.07 0.15
C 2.448 0.940 0.448 0.09 0.26 -0.06 -0.45
C 3.615 1.661 0.305 -0.22 0.85 -0.19 0.95
C 3.602 2.980 -0.209 -0.36 -0.46 0.41 0.10
O 4.794 3.626 -0.131 -0.27 -1.15 0.14 -0.53
C 5.758 2.675 0.478 0.06 0.50 -0.04 -0.49
C 5.024 1.348 0.703 0.29 -0.56 0.14 -0.26
C 2.410 3.549 -0.684 0.98 0.21 0.08 -1.07
C 1.266 2.794 -0.628 -0.51 -0.92 0.22 -0.81
C -2.496 0.834 0.172 0.27 0.03 0.02 -0.37
H -6.427 2.879 -0.509 0.17 -0.03 0.28 0.27
H -6.513 2.378 1.208 0.21 0.14 -0.23 0.27
H -5.443 0.367 0.643 0.14 0.20 -0.12 0.26
H -5.294 0.894 -1.031 0.17 0.06 0.23 0.22
H -2.442 4.604 1.243 0.12 -0.14 0.20 0.43
H -0.334 3.286 1.204 -0.28 -0.11 -0.15 0.62
H 0.005 -0.346 0.381 0.14 1.90 0.98 -0.25
H 2.487 -0.017 0.970 -0.16 0.27 -0.22 0.60
H 6.609 2.581 -0.206 -0.29 0.12 0.14 0.33
H 6.105 3.109 1.424 -0.15 0.06 -0.34 0.25
H 5.095 1.014 1.745 0.01 0.09 -0.19 0.36
H 5.460 0.551 0.081 -0.20 0.23 0.16 -0.15
H 2.434 4.560 -1.074 -0.14 -0.11 -0.06 0.44
H 0.346 3.209 -1.040 0.25 -0.18 0.11 0.70
H -2.553 -0.224 -0.083 0.17 0.31 -0.05 0.40
C 4.809 -2.410 -1.100 0.41 -0.02 -0.27 -0.90
C 3.612 -2.755 -0.270 0.09 0.29 -0.21 -0.24
O 2.543 -1.884 -0.719 -0.04 -0.62 0.18 -0.23
C 1.460 -2.026 0.071 -0.60 0.49 1.35 -0.12
C 0.233 -1.362 -0.470 0.83 -4.43 -2.62 0.39
C -0.932 -2.257 -0.428 -0.54 0.47 0.29 0.24
C -1.157 -3.151 0.653 -0.31 -0.34 -0.17 -0.54
C -2.304 -3.937 0.708 -0.07 0.50 -0.29 -0.61
C -3.313 -3.752 -0.253 1.16 0.78 -0.16 -0.22
N -4.573 -4.384 -0.070 -2.27 -1.44 0.25 0.95
O -5.494 -4.144 -0.885 1.54 -0.32 1.29 -0.62
O -4.719 -5.156 0.906 0.27 1.32 -1.64 -0.61
C -3.131 -2.853 -1.324 0.02 -0.09 0.50 -0.37
C -1.959 -2.118 -1.407 0.13 -0.28 0.25 -0.47
O 1.561 -2.587 1.169 -0.39 0.69 -1.37 -0.69
H 5.632 -3.079 -0.841 0.01 0.06 -0.05 0.41
H 4.590 -2.527 -2.166 0.08 0.06 0.15 0.30
H 5.133 -1.379 -0.916 -0.08 -0.18 -0.09 0.03
H 3.291 -3.793 -0.431 0.09 0.26 0.19 0.32
H 3.787 -2.585 0.797 -0.03 -0.16 -0.22 0.29
H 0.429 -0.980 -1.478 -0.09 -0.06 0.27 0.65
H -0.417 -3.228 1.451 -0.26 -0.04 -0.41 0.53
H -2.456 -4.658 1.507 -0.01 0.27 -0.13 0.47
H -3.939 -2.721 -2.035 0.15 -0.03 0.08 0.49
H -1.832 -1.379 -2.204 -0.02 -0.36 0.17 0.33